# 1
Entry from OMol25: a molecular structure, C24H21F5N3O2PdTe (ωB97M-V with the def2-TZVPD basis set).

<S²> = 2.01
E_tot = -2137.198319 Ha
E_HOMO (alpha / beta) = -4.164 / -4.453 eV
Orbital gap (alpha / beta) = 6.503 / 6.212 eV

Geometry as ORCA input:
```
! RIJCOSX wB97M-V def2-TZVPD def2/J DEFGRID3
* xyz -1 3
Pd -0.02974 -0.35918 0.04999
O 5.09584 -0.96411 1.54646
C 5.50236 0.26921 1.21586
C 6.85815 0.57320 1.36409
C 7.33289 1.82603 1.03092
C 6.46842 2.80368 0.54293
C 5.12483 2.50584 0.39803
C 4.61676 1.25026 0.72806
C 3.16118 0.92240 0.57643
O 2.76405 -0.20974 0.91320
N 2.40362 1.94527 0.12998
N 1.12120 1.65971 -0.04862
C 0.37519 2.63691 -0.43998
C -1.00713 2.41618 -0.83001
C -1.82723 3.50126 -1.15018
C -3.12117 3.27685 -1.56987
C -3.58072 1.97068 -1.67803
C -2.71052 0.94971 -1.33963
N -1.46826 1.16151 -0.91527
H 4.11646 -0.97666 1.34304
H 7.51574 -0.19973 1.74004
H 8.38762 2.04460 1.15078
H 6.84319 3.78425 0.28053
H 4.42777 3.24239 0.02323
H 0.79610 3.63424 -0.53833
H -1.42970 4.50416 -1.06599
H -3.76813 4.10849 -1.82003
H -4.57980 1.74380 -2.02105
H -3.01143 -0.08768 -1.41159
F 2.02509 -1.11232 -1.82877
C 0.69042 -1.36584 -1.61556
F 0.59439 -2.74353 -1.50990
C 0.02154 -1.05021 -2.96826
F 0.51917 -1.77946 -3.98501
F -1.30172 -1.30149 -2.91896
F 0.17271 0.24115 -3.29314
C -4.99233 -2.97985 -0.72797
C -3.87593 -2.44308 0.12978
C -3.99887 -1.22773 0.79749
C -2.96658 -0.69958 1.56581
C -3.15450 0.65037 2.20147
C -1.77284 -1.43544 1.72382
Te -0.08583 -0.62113 2.73651
C -1.66028 -2.69929 1.09190
C -0.47105 -3.59576 1.30188
C -2.69751 -3.15682 0.28622
H -5.70209 -2.19458 -0.99129
H -5.54531 -3.76397 -0.20528
H -4.60296 -3.41258 -1.65074
H -4.91471 -0.65391 0.68771
H -3.11070 0.58198 3.28947
H -4.11563 1.07885 1.91247
H -2.35807 1.33398 1.90201
H 0.45929 -3.12761 0.97836
H -0.59771 -4.52559 0.74702
H -0.35540 -3.82360 2.36381
H -2.58012 -4.10646 -0.22587
*
```

Formally, the Löwdin partial charges of the atoms, in units of the elementary charge, are as follows: Pd 0.74; O 0.05; C -0.27; C -0.03; C -0.11; C -0.11; C -0.04; C -0.07; C -0.44; O -0.09; N 0.04; N -0.06; C -0.11; C -0.27; C -0.03; C -0.07; C -0.06; C -0.13; N 0.05; H 0.07; H 0.11; H 0.09; H 0.09; H 0.10; H 0.11; H 0.11; H 0.10; H 0.10; H 0.10; F 0.02; C -0.43; F 0.00; C -0.61; F 0.13; F 0.11; F 0.13; C -0.06; C -0.28; C -0.05; C -0.35; C -0.11; C -0.61; Te 0.83; C -0.34; C -0.12; C -0.03; H 0.07; H 0.08; H 0.08; H 0.11; H 0.07; H 0.07; H 0.04; H 0.04; H 0.07; H 0.07; H 0.12


# 2
Entry from OMol25: a molecular structure, C24H21IN6NaO4S in a non-equilibrium geometry (ωB97M-V with the def2-TZVPD basis set).

E_tot = -2414.996695 Ha
ΔE to the lowest compared entry with this formula, charge and spin = 25.5 kJ/mol
E_HOMO = -4.537 eV
Orbital gap = 6.824 eV

Geometry as ORCA input:
```
! RIJCOSX wB97M-V def2-TZVPD def2/J DEFGRID3
* xyz -1 1
Na -1.37313 -0.96271 -0.70314
C -0.60193 -4.76780 -0.51271
C -0.50463 -4.37900 0.93078
N 0.10216 -5.18333 1.76552
C 0.19389 -4.82451 3.07223
C -0.25702 -3.62284 3.55404
C -0.05025 -3.31271 5.00915
O -1.28035 -3.11927 5.72162
C -0.88620 -2.71595 2.66916
C -1.16218 -1.34680 3.10914
N -1.30136 -0.34627 2.32309
C -1.41462 0.93033 2.90835
C -0.73806 1.31609 4.06915
C -0.85281 2.59740 4.58512
C -1.64257 3.54332 3.94677
C -2.30263 3.19401 2.77676
C -2.17816 1.91104 2.26807
I -3.12698 1.45569 0.48146
C -1.12040 -3.12083 1.33215
O -1.81798 -2.46438 0.50714
H -0.15062 -5.74854 -0.65239
H -0.08953 -4.04949 -1.15856
H -1.64145 -4.78288 -0.84595
H 0.67558 -5.53342 3.73740
H 0.52066 -2.39244 5.14976
H 0.52341 -4.12553 5.46239
H -1.92527 -3.70692 5.31386
H -1.20815 -1.19854 4.19250
H -0.08677 0.59881 4.55296
H -0.30900 2.86139 5.48410
H -1.72924 4.54872 4.33846
H -2.90722 3.92069 2.25095
N 0.33658 4.74823 -6.43416
C 0.19734 3.61850 -5.61374
C 0.99086 2.49278 -5.82576
C 0.83121 1.36288 -5.04159
C -0.13437 1.34583 -4.04631
C -0.93563 2.46020 -3.83049
C -0.77045 3.59172 -4.61004
S -0.33759 -0.07120 -3.02586
O -1.78017 -0.19721 -2.80482
O 0.30492 -1.17028 -3.70672
N 0.24752 0.24399 -1.58463
C 1.59041 0.41386 -1.38093
N 1.95158 0.46812 -0.07793
C 3.23537 0.64506 0.17208
C 4.19918 0.78536 -0.81929
C 3.72162 0.73750 -2.11476
N 2.44260 0.55610 -2.41306
H 1.24832 4.84585 -6.85132
H 0.03442 5.60947 -6.00760
H 1.73978 2.50615 -6.61074
H 1.45152 0.48907 -5.18380
H -1.68651 2.43399 -3.05050
H -1.39886 4.46113 -4.44740
H 3.51730 0.67650 1.22173
H 5.24694 0.92269 -0.59349
H 4.39893 0.85038 -2.95818
*
```

Formally, the Löwdin partial charges of the atoms, in units of the elementary charge, are as follows: Na 0.24; C -0.03; C -0.26; N 0.09; C -0.14; C -0.20; C -0.22; O -0.08; C -0.07; C -0.06; N 0.09; C -0.32; C -0.03; C -0.10; C -0.11; C -0.17; C -0.64; I 1.05; C -0.33; O -0.11; H 0.07; H 0.08; H 0.08; H 0.09; H 0.11; H 0.11; H 0.09; H 0.11; H 0.11; H 0.10; H 0.09; H 0.08; N 0.08; C -0.33; C -0.04; C -0.06; C -0.29; C -0.05; C -0.04; S 0.57; O -0.36; O -0.31; N -0.14; C -0.44; N 0.12; C -0.16; C -0.09; C -0.15; N 0.12; H 0.08; H 0.08; H 0.10; H 0.11; H 0.11; H 0.11; H 0.10; H 0.08; H 0.10


# 3
Entry from OMol25: a gas-phase ion, C24H21N6O4S3 (charge +1) in a non-equilibrium geometry (ωB97M-V with the def2-TZVPD basis set).

E_tot = -2750.964020 Ha
SMILES = Cc1cc(NS(=O)(=O)c2ccc([NH2+]c3nc(-c4sc(NC(=O)c5ccccc5)nc4C)cs3)cc2)no1
E_HOMO = -10.546 eV
Orbital gap = 7.316 eV

Geometry as ORCA input:
```
! RIJCOSX wB97M-V def2-TZVPD def2/J DEFGRID3
* xyz 1 1
C 3.49347 -4.53548 0.84988
C 2.71242 -3.33939 0.46299
C 3.08452 -2.07919 0.09031
C 1.85001 -1.41620 -0.11777
N 1.64859 -0.10746 -0.50449
S 2.83312 1.03062 -0.11953
O 3.99737 0.75319 -0.89133
O 2.96019 1.19461 1.29247
C 1.93411 2.41774 -0.83603
C 1.06004 3.13933 -0.04593
C 0.18141 4.02690 -0.64591
C 0.19810 4.15421 -2.02641
N -0.92590 4.86770 -2.68206
C -2.02960 3.90426 -2.77730
N -2.04525 2.91141 -1.97498
C -3.08592 2.06337 -2.20221
C -3.08807 0.91198 -1.35877
S -1.79641 0.85503 -0.16870
C -2.39654 -0.71145 0.28103
N -1.76353 -1.41062 1.25953
C -0.62982 -0.90026 1.83841
O -0.26536 0.23037 1.52116
C 0.08935 -1.72401 2.81833
C -0.41916 -2.90779 3.35311
C 0.35056 -3.65751 4.22229
C 1.62900 -3.24274 4.56301
C 2.13518 -2.06025 4.04636
C 1.37020 -1.29947 3.18426
N -3.43823 -1.12279 -0.36864
C -3.85049 -0.23300 -1.29980
C -5.03212 -0.56288 -2.13985
C -3.89672 2.47516 -3.23671
S -3.32573 3.94268 -3.93772
C 1.11172 3.47542 -2.81541
C 1.99795 2.60158 -2.20355
N 0.83823 -2.22336 0.11060
O 1.37203 -3.42421 0.46790
H 3.20898 -5.38516 0.23222
H 3.28641 -4.79264 1.88781
H 4.55359 -4.33772 0.73128
H 4.06150 -1.66381 -0.02336
H 0.72649 0.21247 -0.22197
H 1.04814 2.96630 1.01821
H -0.53883 4.56309 -0.04876
H -1.20783 5.67973 -2.11330
H -0.66162 5.20152 -3.61867
H -2.05396 -2.36535 1.41455
H -1.41614 -3.24714 3.11488
H -0.04690 -4.57236 4.63458
H 2.22677 -3.83957 5.23522
H 3.12723 -1.73005 4.31284
H 1.75897 -0.38063 2.76890
H -5.82197 0.17216 -1.99354
H -5.40205 -1.54349 -1.85791
H -4.75988 -0.57284 -3.19412
H -4.77963 2.01291 -3.62513
H 1.11677 3.59162 -3.88882
H 2.71525 2.03343 -2.77346
*
```

Formally, the Löwdin partial charges of the atoms, in units of the elementary charge, are as follows: C 0.01; C -0.30; C 0.06; C -0.37; N -0.01; S 0.68; O -0.26; O -0.26; C -0.24; C -0.02; C 0.00; C -0.22; N 0.16; C -0.58; N 0.08; C -0.36; C -0.38; S 1.19; C -0.52; N 0.14; C -0.43; O -0.09; C -0.15; C -0.02; C -0.06; C -0.07; C -0.05; C -0.01; N 0.11; C -0.35; C -0.02; C -0.30; S 1.10; C 0.01; C -0.01; N 0.11; O 0.02; H 0.09; H 0.09; H 0.09; H 0.11; H 0.05; H 0.13; H 0.13; H 0.20; H 0.19; H 0.15; H 0.11; H 0.11; H 0.11; H 0.11; H 0.10; H 0.09; H 0.08; H 0.09; H 0.07; H 0.13; H 0.13


# 4
Entry from OMol25: a molecular structure, C24H22BiBrN9O3S (ωB97M-V with the def2-TZVPD basis set).

E_tot = -4832.948502 Ha
ΔE to the lowest compared entry with this formula, charge and spin = 16.5 kJ/mol
E_HOMO = -10.780 eV
Orbital gap = 7.784 eV

Geometry as ORCA input:
```
! RIJCOSX wB97M-V def2-TZVPD def2/J DEFGRID3
* xyz 1 1
Bi 0.23012 -0.62629 -1.02248
O 0.24300 3.76735 -0.12296
C -0.82283 3.86179 0.71739
C -1.43561 5.07762 0.98748
C -2.53042 5.13393 1.83650
C -3.02844 3.98110 2.42044
C -2.41358 2.76964 2.14353
C -1.31224 2.68850 1.30224
C -0.68615 1.34987 1.02665
O -0.72708 1.03997 -0.33007
N 0.71436 1.35630 1.48242
N 1.47906 0.36546 0.97812
C 2.49831 -0.05299 1.61989
C 3.43582 -1.02861 1.07501
Br 3.72678 -0.96433 -0.80601
C 4.15584 -1.87674 1.81171
C 3.98112 -2.05665 3.26025
C 2.71409 -2.06184 3.84707
C 2.57761 -2.23038 5.21678
C 3.70221 -2.39737 6.01147
C 4.96456 -2.41097 5.43331
C 5.10402 -2.25188 4.06531
H 0.48661 4.65019 -0.42374
H -1.05438 5.98271 0.52827
H -2.99606 6.08988 2.03657
H -3.88151 4.02359 3.08270
H -2.79166 1.85786 2.59239
H -1.24302 0.58888 1.59639
H 0.82899 1.51534 2.47821
H 2.72024 0.31568 2.62109
H 4.92456 -2.46840 1.32836
H 1.83126 -1.96734 3.22530
H 1.59081 -2.24441 5.66014
H 3.59510 -2.53092 7.07959
H 5.84163 -2.55186 6.05046
H 6.08922 -2.27018 3.61584
N 1.78981 -0.24165 -4.49993
C 0.47975 -0.37626 -4.76092
N 0.10638 -0.33345 -6.03236
C -1.20457 -0.46362 -6.24083
N -1.64417 -0.41881 -7.49894
N -2.13122 -0.64273 -5.27180
C -1.64081 -0.66637 -4.05450
N -0.36232 -0.52986 -3.71258
C -2.61637 -0.85499 -2.93805
C -3.97631 -0.82513 -3.19593
C -4.86474 -0.98456 -2.14511
C -4.36187 -1.16470 -0.86817
C -2.99010 -1.18030 -0.69232
N -2.13179 -1.04007 -1.70425
H 2.43226 -0.18251 -5.27011
H 2.14891 -0.36567 -3.57187
H -0.98858 -0.29103 -8.24882
H -2.62390 -0.52463 -7.68971
H -4.30836 -0.67595 -4.21165
H -5.93125 -0.96369 -2.32240
H -5.01007 -1.28959 -0.01288
H -2.55747 -1.31280 0.29007
O 0.33826 -3.75443 -0.91073
S -0.11489 -3.39427 0.42629
N -0.34892 -1.94740 0.71185
*
```

Formally, the Löwdin partial charges of the atoms, in units of the elementary charge, are as follows: Bi 1.73; O 0.07; C -0.26; C -0.01; C -0.07; C -0.08; C -0.03; C -0.12; C -0.42; O -0.39; N 0.03; N -0.11; C -0.20; C -0.64; Br 0.74; C -0.09; C -0.23; C -0.05; C -0.07; C -0.07; C -0.07; C -0.03; H 0.11; H 0.12; H 0.11; H 0.10; H 0.11; H 0.12; H 0.15; H 0.14; H 0.11; H 0.10; H 0.11; H 0.11; H 0.11; H 0.12; N 0.18; C -0.44; N 0.18; C -0.42; N 0.19; N 0.18; C -0.29; N 0.05; C -0.18; C 0.02; C -0.02; C -0.02; C -0.13; N -0.01; H 0.12; H 0.05; H 0.12; H 0.12; H 0.12; H 0.12; H 0.12; H 0.08; O -0.56; S 0.73; N -0.57